(1)
C20H38BrClO4 as an isolated structure at a distorted geometry, computed with ωB97M-V/def2-TZVPD.

```
! wB97M-V def2-TZVPD RIJCOSX def2/J DEFGRID3
* xyz 0 1
C 3.334 2.436 1.829
C 2.466 2.035 0.457
C 3.414 2.397 -0.830
C 2.821 1.935 -2.287
C 2.414 0.352 -2.404
C 3.604 -0.626 -2.983
C 4.179 -1.721 -1.906
C 3.266 -3.119 -1.830
C 1.936 -2.749 -0.944
C 1.382 -3.960 0.013
C 0.079 -3.330 0.853
C -1.130 -2.942 -0.191
C -1.232 -1.341 -0.547
O -1.254 -0.461 0.657
C -2.512 0.270 0.890
Cl -2.356 2.034 1.545
C -3.414 0.297 -0.491
Br -3.198 2.183 -1.122
C -2.651 -0.931 -1.266
C -2.686 -0.547 -2.861
C -2.074 -1.805 -3.752
O -2.332 -1.853 -5.066
H 3.370 3.591 2.024
H 4.401 1.939 1.718
H 2.796 1.828 2.703
H 2.217 0.891 0.581
H 1.475 2.655 0.530
H 4.523 2.032 -0.642
H 3.484 3.589 -0.865
H 3.689 2.131 -3.083
H 1.906 2.598 -2.670
H 1.531 0.296 -3.207
H 1.942 0.005 -1.391
H 4.488 0.055 -3.365
H 3.149 -1.258 -3.888
H 4.322 -1.261 -0.833
H 5.261 -2.081 -2.256
H 2.916 -3.311 -2.941
H 3.913 -4.001 -1.396
H 1.139 -2.302 -1.686
H 2.250 -1.864 -0.209
H 1.066 -4.886 -0.653
H 2.215 -4.347 0.755
H -0.250 -4.009 1.754
H 0.458 -2.310 1.342
H -0.904 -3.508 -1.215
H -2.171 -3.261 0.261
H -0.401 -0.831 -1.195
H -3.235 -0.343 1.616
H -4.555 0.046 -0.420
H -3.242 -1.966 -1.223
H -3.816 -0.417 -3.219
H -2.048 0.396 -3.156
H -1.394 -2.566 -3.168
C -4.372 4.227 5.447
C -4.064 2.734 5.456
O -4.639 2.128 4.298
O -5.783 4.429 5.407
H -3.972 4.718 6.337
H -3.950 4.703 4.556
H -4.515 2.254 6.330
H -2.987 2.546 5.462
H -4.133 2.439 3.526
H -6.137 3.736 4.816
*
```

Computed properties:
frontier orbital gap: 9.78 eV
E_LUMO: 0.02 eV
total energy: -112101.3068 eV
highest occupied orbital energy: -9.8 eV

***

(2)
A 3-piece molecular cluster, C20H38NO3 overall, computed with ωB97M-V/def2-TZVPD.

```
! wB97M-V def2-TZVPD RIJCOSX def2/J DEFGRID3
* xyz 1 1
C -5.039 3.303 2.684
C -3.526 3.277 2.589
O -3.167 2.842 1.288
C -1.772 2.826 1.052
C -1.409 1.705 0.093
C -2.071 0.360 0.355
C -2.440 0.075 1.810
N -2.543 -1.463 1.866
C -2.216 -1.965 0.466
C -1.258 -0.893 0.008
C -0.682 -1.033 -1.404
C 0.583 -1.858 -1.366
C 0.493 -3.233 -1.391
C 1.644 -4.017 -1.286
C 2.870 -3.411 -1.157
C 2.975 -2.032 -1.128
C 4.315 -1.359 -0.958
C 1.828 -1.253 -1.243
H -5.449 2.518 2.050
H -5.426 4.247 2.308
H -5.379 3.167 3.707
H -3.113 4.275 2.766
H -3.086 2.614 3.346
H -1.465 3.773 0.599
H -1.227 2.742 1.998
H -1.640 2.024 -0.922
H -0.323 1.586 0.143
H -2.994 0.283 -0.229
H -1.578 0.304 2.429
H -3.343 0.549 2.173
H -3.427 -1.825 2.209
H -1.785 -1.787 2.464
H -3.145 -1.969 -0.102
H -1.814 -2.973 0.521
H -0.407 -0.944 0.704
H -0.503 -0.044 -1.823
H -1.392 -1.544 -2.057
H -0.472 -3.712 -1.509
H 1.562 -5.094 -1.308
H 3.758 -4.022 -1.064
H 5.015 -2.027 -0.460
H 4.733 -1.043 -1.912
H 4.213 -0.483 -0.317
H 1.903 -0.171 -1.217
C 1.622 1.036 2.576
C 2.301 -0.203 3.126
O 1.961 -1.386 2.405
H 0.539 0.915 2.601
H 1.882 1.921 3.158
H 1.917 1.212 1.538
H 1.998 -0.385 4.156
H 3.386 -0.065 3.116
H 2.222 -1.272 1.484
C 2.734 0.131 -5.136
C 1.639 0.807 -4.335
O 2.133 1.392 -3.129
H 3.222 -0.638 -4.536
H 2.330 -0.332 -6.036
H 3.494 0.855 -5.439
H 0.892 0.076 -4.023
H 1.135 1.568 -4.938
H 2.789 2.056 -3.365
*
```

Computed properties:
frontier orbital gap: 8.75 eV
E_LUMO: -2.82 eV
total energy: -28982.7392 eV
energy above the lowest of the compared OMol25 structures with the same formula, charge and spin: 1.026 eV
highest occupied orbital energy: -11.6 eV